Record 1
{"formula": "C8H16N4O2S", "method": "ωB97M-V with the def2-TZVPD basis set", "elements": ["H", "N", "C", "C", "C", "C", "O", "C", "C", "C", "N", "S", "N", "O", "N", "C", "H", "H", "H", "H", "H", "H", "H", "H", "H", "H", "H", "H", "H", "H", "H"], "positions_angstrom": [[-2.18781, -0.81938, -0.14308], [-2.90265, -0.32502, 0.36029], [-2.58747, 0.73867, 0.93059], [-3.67646, 1.29138, 1.82459], [-1.27910, 1.44013, 0.87156], [-0.15889, 0.80450, 0.37504], [0.85225, 1.69833, 0.10591], [2.08205, 1.08067, -0.15287], [2.36157, 0.25441, 1.06215], [1.15004, -0.78103, 1.27552], [0.21850, -0.64723, 0.24182], [0.77842, -1.81529, -1.23264], [-0.05753, -3.11557, -0.67216], [2.20771, -1.90656, -1.20860], [0.20595, -1.39230, -2.53359], [0.74221, -0.34556, -3.41717], [-3.72667, 2.35207, 1.71396], [-3.32246, 1.18637, 2.96078], [-4.59383, 0.71002, 1.55901], [-1.25698, 2.47025, 1.08381], [2.92529, 1.89422, -0.32860], [1.99351, 0.41436, -0.98480], [2.30596, 0.88840, 1.96861], [3.26411, -0.28883, 0.93597], [1.51658, -1.72732, 1.32318], [0.71765, -0.71249, 2.26519], [-1.04567, -2.85368, -1.01993], [0.05628, -3.32011, 0.33133], [1.81631, -0.28668, -3.18747], [0.19036, 0.57474, -3.19357], [0.37022, -0.76375, -4.39298]], "total_energy_ev": -29440.4393, "de_lowest_kj_mol": 298.4, "e_homo_ha": -0.312, "fmax_ev_per_a": 4.0, "homo_lumo_gap_ev": 8.7744, "multiplicity": 1}


Record 2
{"formula": "C8H16N5O", "method": "ωB97M-V with the def2-TZVPD basis set", "elements": ["C", "C", "C", "C", "C", "C", "C", "C", "N", "N", "N", "N", "N", "O", "H", "H", "H", "H", "H", "H", "H", "H", "H", "H", "H", "H", "H", "H", "H", "H"], "positions_angstrom": [[2.19798, -1.12353, 0.07952], [-0.03039, 0.14322, -0.10406], [0.65610, -1.20288, 0.03868], [-3.47987, -0.36894, 0.47725], [-3.51512, 1.12377, 0.16326], [-2.29384, -0.92722, -0.29681], [-2.07328, 1.48399, -0.31075], [2.96543, -2.41826, -0.18159], [0.59837, 1.32058, -0.20777], [-1.33619, 0.23426, -0.22306], [2.82019, -0.01817, 0.07902], [2.67420, 2.48709, -0.00477], [1.84111, 1.43334, 0.38075], [4.02613, 0.21929, 0.06916], [0.30927, -1.89044, -0.73954], [0.27053, -1.63861, 1.09581], [-3.17411, -0.58648, 1.57693], [-4.41954, -0.87869, 0.28843], [-4.12596, 1.17456, -0.76301], [-3.77811, 1.62047, 1.08612], [-1.75173, -1.83972, 0.00764], [-2.45534, -0.89326, -1.36474], [-2.05729, 1.85978, -1.35246], [-1.61389, 2.37399, 0.37135], [3.73549, -2.58114, 0.63398], [3.38674, -2.41610, -1.21061], [2.44550, -3.27465, -0.35784], [3.68720, 2.37712, 0.30744], [2.66605, 2.75385, -0.98946], [1.82437, 1.45279, 1.45111]], "total_energy_ev": -18041.2704, "de_lowest_kj_mol": 511.5, "total_charge": 1, "e_homo_ha": -0.467, "fmax_ev_per_a": 3.5, "homo_lumo_gap_ev": 9.3082, "multiplicity": 1}


Record 3
{"formula": "C8H16NO12P2W", "method": "ωB97M-V with the def2-TZVPD basis set", "elements": ["W", "O", "C", "C", "N", "C", "C", "O", "O", "C", "C", "O", "O", "H", "H", "H", "H", "H", "H", "H", "H", "H", "C", "C", "O", "P", "O", "O", "O", "P", "O", "O", "O", "H", "H", "H", "H", "H", "H", "H"], "positions_angstrom": [[-0.09877, 0.63646, -0.25170], [0.03534, 0.74772, 2.44808], [1.36514, 0.62861, 2.98245], [2.21491, 0.08311, 1.86245], [1.90212, 0.78096, 0.55424], [2.17101, 2.28029, 0.64904], [0.88869, 3.10851, 0.79436], [0.82212, 4.20593, 1.14996], [-0.26900, 2.31340, 0.41593], [2.70362, 0.15812, -0.58597], [2.03353, 0.53835, -1.89811], [2.29200, 0.12413, -2.95581], [0.95431, 1.41081, -1.59119], [-0.51670, 1.25465, 3.06600], [1.71674, 1.60140, 3.32819], [1.38578, -0.06370, 3.82327], [3.27496, 0.23144, 2.07195], [2.04818, -0.98012, 1.70861], [2.82470, 2.52110, 1.48530], [2.66007, 2.63472, -0.25604], [3.73665, 0.50821, -0.61583], [2.71352, -0.92812, -0.50318], [-2.78367, -2.91112, -1.58727], [-2.68572, -1.47834, -1.08881], [-3.91989, -0.83094, -0.80412], [-2.32085, -1.32099, 0.76530], [0.18273, -2.37420, 0.44951], [-2.13179, 0.34565, 0.83196], [-0.48509, -1.19000, 0.90923], [-1.61678, -0.41136, -2.10611], [-1.85186, -0.61474, -3.58842], [-1.62415, 1.03568, -1.52968], [-0.19454, -0.82766, -1.54080], [-3.38310, -3.51124, -0.89921], [-1.79698, -3.36960, -1.67688], [-3.25900, -2.93594, -2.57058], [-4.69251, -1.30422, -1.16242], [0.18383, -2.91955, 1.26472], [-2.94009, 0.87895, 0.97474], [-1.53944, -0.05637, -4.32315]], "total_energy_ev": -54988.4949, "de_lowest_kj_mol": 791.3, "total_charge": 3, "e_homo_ha": -0.770, "fmax_ev_per_a": 2.7, "homo_lumo_gap_ev": 7.1112, "multiplicity": 1}


Record 4
{"formula": "C8H16NO3S3", "method": "ωB97M-V with the def2-TZVPD basis set", "elements": ["C", "C", "N", "C", "C", "C", "S", "S", "C", "C", "C", "S", "O", "O", "O", "H", "H", "H", "H", "H", "H", "H", "H", "H", "H", "H", "H", "H", "H", "H", "H"], "positions_angstrom": [[-0.53404, -0.69311, 2.76975], [-1.40918, -1.36552, 1.55775], [-0.72120, -1.40099, 0.21075], [-1.65380, -2.08830, -0.79535], [-2.40250, -0.84004, -1.61385], [0.61448, -2.11008, 0.24782], [1.04014, -3.42322, 1.24163], [1.91930, -1.46606, -0.99084], [1.29879, 0.14293, -1.74892], [2.29857, 1.35478, -1.21554], [1.93358, 1.83961, 0.31548], [0.86851, 3.39779, 0.13475], [1.82144, 4.46468, -0.53210], [-0.29376, 3.11827, -0.88461], [0.23473, 3.94932, 1.63355], [-0.63602, 0.47880, 2.74652], [0.59015, -1.01440, 2.81332], [-1.02971, -1.07358, 3.78684], [-1.84265, -2.41187, 1.90982], [-2.36982, -0.67112, 1.41734], [-1.03442, -2.79292, -1.53182], [-2.42468, -2.77721, -0.23654], [-3.56736, -0.90499, -1.49721], [-2.01461, -0.88735, -2.71779], [-2.07983, 0.21501, -1.16928], [0.19288, 0.41756, -1.47059], [1.42370, 0.12046, -2.92346], [2.19029, 2.29367, -1.93922], [3.41224, 0.97933, -1.32893], [1.28354, 1.03541, 0.86695], [2.89121, 2.11314, 0.94380]], "total_energy_ev": -48689.9701, "de_lowest_kj_mol": 576.6, "total_charge": -1, "e_homo_ha": -0.184, "fmax_ev_per_a": 6.7, "homo_lumo_gap_ev": 6.9526, "multiplicity": 1}


Record 5
{"formula": "C8H16NS", "method": "ωB97M-V with the def2-TZVPD basis set", "elements": ["C", "C", "C", "C", "C", "C", "C", "C", "N", "S", "H", "H", "H", "H", "H", "H", "H", "H", "H", "H", "H", "H", "H", "H", "H", "H"], "positions_angstrom": [[0.95404, -1.29444, 1.54797], [0.69363, -1.10489, 2.79997], [1.66121, 0.51216, -0.34669], [2.21628, -0.86346, -0.74595], [-1.18057, 1.81533, -0.95096], [-0.88706, -0.60877, -1.52935], [-1.97052, 0.03294, 0.63207], [-0.90149, 0.41262, -0.39503], [0.38464, 0.44405, 0.33239], [1.57657, -2.20586, 0.33282], [1.24089, -1.65340, 3.55808], [-0.06501, -0.43573, 3.16746], [2.37137, 0.99216, 0.33308], [1.60772, 1.11272, -1.26262], [1.90763, -1.16181, -1.74750], [3.30225, -0.86666, -0.70447], [-1.16542, 2.56535, -0.16235], [-0.45300, 2.09870, -1.70982], [-2.16515, 1.83601, -1.40928], [-0.66801, -1.60705, -1.16130], [-0.17645, -0.33433, -2.30219], [-1.87297, -0.63920, -1.98539], [-1.75268, -0.94023, 1.06557], [-2.03237, 0.77266, 1.42701], [-2.94225, -0.02111, 0.14980], [0.31672, 1.14224, 1.06669]], "total_energy_ev": -20872.5048, "de_lowest_kj_mol": 163.2, "total_charge": 1, "e_homo_ha": [-0.487, -0.487], "fmax_ev_per_a": 1.8, "homo_lumo_gap_ev": [8.7714, 8.7721], "multiplicity": 1}


Record 6
{"formula": "C8H16O", "method": "ωB97M-V with the def2-TZVPD basis set", "elements": ["C", "C", "O", "C", "C", "C", "H", "H", "H", "H", "H", "H", "H", "H", "H", "H", "C", "C", "C", "H", "H", "H", "H", "H", "H"], "positions_angstrom": [[-0.84612, 1.77202, 0.48205], [-0.14554, 0.49610, 0.87953], [0.00315, 0.15150, 2.04393], [1.33563, 0.19631, -0.16024], [2.18103, 1.44374, 0.03034], [2.05754, -1.04418, 0.33978], [-0.72608, 2.01223, -0.57353], [-0.46221, 2.58750, 1.09643], [-1.91363, 1.66876, 0.68260], [1.06112, 0.10133, -1.21640], [2.33654, 1.64452, 1.09380], [1.73186, 2.32421, -0.43337], [3.15328, 1.31354, -0.45690], [1.47104, -1.95343, 0.18392], [2.24071, -0.95851, 1.41524], [3.01489, -1.17362, -0.17456], [-1.86658, -2.03620, 0.53098], [-1.48063, -1.01405, -0.22334], [-2.09055, -0.58953, -1.52246], [-2.57835, -2.77272, 0.16992], [-1.47853, -2.13568, 1.54010], [-0.25922, -0.60758, -0.13566], [-2.73970, 0.27950, -1.38534], [-2.68267, -1.39645, -1.96337], [-1.31698, -0.30931, -2.24346]], "total_energy_ev": -10599.5445, "de_lowest_kj_mol": 332.6, "e_homo_ha": -0.313, "fmax_ev_per_a": 4.6, "homo_lumo_gap_ev": 9.3714, "multiplicity": 1}


Record 7
{"formula": "C8H16O12V2", "method": "ωB97M-V with the def2-TZVPD basis set", "elements": ["O", "V", "O", "O", "V", "O", "C", "O", "O", "O", "C", "O", "O", "O", "C", "C", "C", "O", "H", "H", "H", "H", "H", "H", "H", "H", "C", "C", "C", "O", "H", "H", "H", "H", "H", "H", "H", "H"], "positions_angstrom": [[-26.87518, -4.17120, 10.06361], [-25.84347, -3.09015, 9.46514], [-24.49604, -3.38893, 10.27455], [-22.99286, 4.52687, 11.83341], [-23.90083, 3.18037, 11.55983], [-22.94657, 2.02921, 12.11710], [-27.91688, 1.97294, 9.42613], [-28.09208, 1.85730, 8.21799], [-27.90704, 3.10563, 9.87511], [-27.24041, 1.15282, 10.02229], [-25.11872, -2.32527, 4.80026], [-24.25502, -2.16640, 5.67836], [-25.21723, -1.32462, 4.10011], [-26.21015, -2.58850, 5.36308], [-23.04409, -4.46085, 17.96394], [-24.55802, -4.68943, 17.80349], [-25.19834, -4.11715, 16.63340], [-24.82402, -6.11811, 17.98020], [-22.90571, -3.44595, 17.59121], [-22.45095, -5.15832, 17.37247], [-22.78433, -4.42263, 19.02184], [-25.03034, -4.23397, 18.67388], [-25.22344, -3.02994, 16.55966], [-26.21356, -4.41919, 16.37611], [-24.68158, -4.37048, 15.70772], [-25.78060, -6.14290, 18.05731], [-21.36406, -9.33500, 11.93433], [-22.76567, -9.20365, 12.62151], [-23.95418, -9.49132, 11.64799], [-22.79141, -10.12283, 13.59313], [-21.20909, -10.39161, 11.71605], [-20.61978, -9.01517, 12.66363], [-21.28360, -8.66451, 11.07872], [-22.81664, -8.19062, 13.02061], [-24.29742, -10.51847, 11.77150], [-23.89484, -9.17305, 10.60718], [-24.93034, -9.04738, 11.84324], [-22.91101, -9.70002, 14.44666]], "total_energy_ev": -84486.9769, "de_lowest_kj_mol": 1446.3, "total_charge": -2, "e_homo_ha": -0.037, "fmax_ev_per_a": 8.3, "homo_lumo_gap_ev": 2.4398, "multiplicity": 1}